A cluster of 19 separate species, H37O19 in total, computed with wB97M-V/def2-TZVPD.

Values from the calculation:
**Charge**: -1
**Frontier orbital gap**: 9.751 eV
**Energy above the lowest of the compared OMol25 structures with the same formula, charge and spin**: 3.1305 eV
**E_HOMO**: -0.2819 Eh

Structure (XYZ):
```
56
Properties=species:S:1:pos:R:3:forces:R:3
O 2.19207 -2.44651 -2.33143 -0.758 -0.759 -0.441
H 1.14114 2.74976 -1.02311 -0.058 0.036 -0.148
O -0.24174 -2.25089 1.25557 -2.100 -0.756 -0.190
H 0.58666 3.33995 2.09363 0.238 -1.477 -0.050
H 3.57392 2.30138 -1.05734 0.491 0.311 0.087
O 3.13023 -2.06575 0.79413 0.437 0.875 0.138
H -0.11378 -3.69570 -0.62812 0.321 -0.071 1.006
H 3.38323 -0.84321 -1.22947 -0.460 -0.284 -0.507
O 0.77373 2.35323 -0.23188 -0.471 -0.383 1.120
O 3.65198 0.05222 -1.39515 1.091 0.939 0.059
H -3.74385 2.08010 -0.90234 1.027 0.413 0.609
H 1.61535 -3.20654 -2.12256 0.289 -0.065 0.724
H 0.25285 -2.45205 2.04633 0.956 0.614 -0.167
H -2.10046 2.85021 1.57963 0.667 -0.466 0.331
H -0.79297 2.50278 0.59133 -0.060 -0.007 0.295
O -2.35359 0.63558 -0.98053 -0.387 -0.030 0.056
H 2.98082 -2.02373 -0.14751 -0.263 -0.756 -0.408
O -0.89882 -1.92568 -2.30847 0.233 0.409 0.270
O 1.73198 -4.07306 2.03741 0.267 -1.281 1.526
O 0.45093 -0.06638 -1.10932 -0.320 -0.415 1.090
H 1.77328 -2.27571 -3.18701 0.419 0.674 -0.091
H 2.26758 -3.34106 1.71950 -0.366 0.459 -0.848
O 3.42002 3.00254 -0.40947 0.180 -0.379 -0.431
O -0.48058 1.10421 3.11602 -0.808 -1.080 -0.277
H 1.44179 -0.24829 1.01880 0.339 0.228 -0.969
O -0.27010 -4.27933 -1.36912 -0.211 0.140 -0.372
H -1.45625 -1.15436 -2.45590 -0.046 -0.012 -0.439
H 0.84724 -4.16079 1.69120 0.185 0.406 -0.662
O 0.79423 3.49846 3.00505 0.176 3.064 0.920
H -0.88324 -3.67916 -1.83147 0.624 -0.496 -0.448
H -0.24071 -1.48356 -1.66893 -0.282 0.175 -0.567
O -4.31395 -1.10610 0.77746 -0.197 -0.349 -0.158
H 1.02085 2.89587 3.69929 -0.184 -1.234 -0.938
H -3.56023 -1.45525 0.28536 0.067 -0.283 0.402
H -1.43057 4.64480 -0.66123 -0.393 0.475 -0.633
H -1.08237 0.47768 3.54488 0.262 0.097 0.518
H 0.09066 -1.64917 0.59640 0.962 0.585 -0.014
H 2.92650 0.54747 -1.77107 -0.430 -0.359 -0.068
H 1.44465 0.19008 2.37001 0.359 0.495 0.815
H 3.12339 -1.10494 1.03113 0.020 -0.864 0.408
O -3.76126 3.04310 -0.94326 -1.562 0.993 -1.056
H -0.77800 0.93336 2.20954 0.369 0.406 -0.237
H -1.40028 0.81615 -1.02415 0.169 -0.318 -0.176
H 2.91800 2.49737 0.23945 -0.227 0.216 0.415
H -2.45715 -0.31694 -1.03215 0.299 -0.084 0.106
H 0.71137 1.35388 -0.35110 0.203 0.311 -0.881
O -0.55662 5.05124 -0.68660 -0.236 -0.481 0.335
H 1.19881 -0.17104 -1.69404 0.112 -0.155 -0.152
O -1.62283 2.98203 0.76152 -0.531 0.642 -0.228
O 2.06259 0.17591 1.62976 -0.894 -0.002 0.139
H -2.44376 -3.08640 -1.64261 0.878 0.660 -1.201
H -3.21414 3.53679 -0.32813 0.225 -1.261 0.146
H -3.80787 -2.28350 -1.40292 0.233 -0.130 -0.723
O -3.20700 -2.97477 -1.11792 -1.841 -0.313 1.962
H -4.07702 -0.20959 0.99531 0.153 0.515 0.010
H -0.21669 4.41331 -0.04440 0.833 0.411 -0.006
```
Positions in Å, forces in eV/Å.

Atomic partial charges in e from the natural (NBO) method, atoms 1 to 6: -0.979 0.501 -1.008 0.505 0.458 -0.973

***

A cluster of 19 separate species, H37O19 in total, computed with wB97M-V/def2-TZVPD.

Values from the calculation:
**Charge**: -1
**Frontier orbital gap**: 9.785 eV
**Energy above the lowest of the compared OMol25 structures with the same formula, charge and spin**: 6.5690 eV
**E_HOMO**: -0.2824 Eh

Structure (XYZ):
```
56
Properties=species:S:1:pos:R:3:forces:R:3
O 0.60229 -0.36739 -3.99538 -0.259 0.422 -2.593
H -1.28512 -0.77680 -0.54704 -0.296 0.499 0.594
H 1.66877 -3.24587 3.29572 -0.255 -1.746 -1.604
O 4.79120 0.08303 1.12993 -2.085 0.387 1.506
H 2.51229 -2.19006 -0.38706 -0.061 -2.351 -2.259
H 0.72109 1.36106 -2.00802 -0.724 1.653 -0.468
H 2.78817 0.23524 -2.92556 1.012 0.064 2.704
H 3.32536 3.23276 0.44883 0.625 -2.062 1.136
H -2.51413 1.29022 -1.69811 -1.753 -0.754 -1.815
H -0.02657 4.13164 -0.19419 0.439 -0.384 -1.928
H 0.77928 -3.32891 2.09935 0.196 -0.544 -0.223
O 2.50099 -2.91139 -1.15157 -1.436 2.114 2.140
H 2.21805 -0.56735 -1.87340 0.767 -0.078 0.815
H -3.47494 -3.27750 -0.35484 -1.728 2.472 0.611
O 0.46123 2.06409 -2.67584 0.621 -1.425 1.573
H -2.35119 -4.06678 -0.14868 0.480 -0.430 0.009
H 4.68016 0.80287 1.83387 0.277 -1.496 -1.474
H 1.58627 3.52378 2.81703 5.046 -0.619 -2.231
O -0.53012 2.20857 1.26470 -0.902 -0.464 -0.545
H 1.52044 -3.07976 -1.25846 1.283 0.311 0.118
H -2.39027 1.04188 -3.20827 -2.137 0.148 1.698
O 1.08366 -1.08295 1.11262 2.483 2.313 1.003
H 3.85075 -0.29447 1.08702 1.946 0.672 0.031
O -1.09626 0.17275 -0.65647 -0.014 0.762 -0.418
H -0.02552 3.77066 2.46152 -1.524 0.055 -2.652
H -2.53147 2.79737 2.82979 1.369 0.399 -1.055
O -3.16623 -4.09275 -0.65926 1.226 -2.105 -0.748
H -0.70702 1.26318 1.45856 -0.350 0.744 0.046
O 0.40603 4.38058 -1.05312 0.055 1.649 2.143
O -1.44692 -2.07288 0.53790 -1.619 -1.658 -3.455
O -3.14084 1.10188 -2.50182 3.869 0.579 0.014
H 0.10232 -0.38028 -4.85816 1.102 0.319 1.075
O -1.32644 -0.12727 2.13012 -2.959 6.928 -4.414
O -0.50525 -2.36762 -1.72763 -1.375 -3.630 -5.333
H 0.40741 2.23037 1.36789 1.114 0.327 0.115
H -1.24188 -3.05866 -2.18817 2.993 2.815 2.050
H 0.02000 -0.90839 -3.49429 -0.728 -1.107 1.585
H 1.07497 1.71300 -3.31582 0.081 0.299 -1.188
O -3.97504 -1.63452 0.52927 2.881 0.052 -1.958
H 0.56287 -0.26185 1.15138 0.270 -0.458 0.054
H -2.94101 -1.56010 0.73118 -1.998 -0.985 -0.544
H -3.79094 1.89130 2.59135 1.599 1.449 1.650
O 2.92386 0.11843 -1.89823 -1.786 -0.152 -3.544
H -1.21402 -1.89318 1.37946 1.217 0.201 3.391
H -4.49661 -1.45637 1.26066 -1.294 0.515 2.257
H -1.93203 -0.16212 1.24708 2.252 -0.318 3.158
O 3.62142 2.37171 0.91316 -1.620 3.664 0.016
H -0.96411 -2.08767 -0.96640 -0.891 -0.484 2.176
H -0.22100 0.17585 -1.04779 -0.001 0.028 0.007
H 3.96589 1.84779 0.21871 0.614 -1.163 -1.234
H -1.23520 -0.91522 2.48802 0.350 -5.447 2.781
H 0.35249 3.74659 -1.75378 -0.438 -1.295 -0.098
O 1.41686 -3.90388 2.55652 0.092 2.213 1.847
O -3.25865 2.42643 3.28182 -2.944 -1.890 -0.611
H 0.46890 -1.68727 0.79908 -2.109 -1.982 -1.344
O 0.73040 3.65105 2.94598 -2.975 0.977 5.433
```
Positions in Å, forces in eV/Å.

Atomic partial charges in e from the natural (NBO) method, atoms 1 to 6: -0.974 0.488 0.463 -0.960 0.480 0.467

***

A cluster of 19 separate species, H38O19 in total, computed with wB97M-V/def2-TZVPD.

Values from the calculation:
**Charge**: -1
**Multiplicity**: 2
**Frontier orbital gap (alpha / beta)**: 2.314 / 9.723 eV
**Energy above the lowest of the compared OMol25 structures with the same formula, charge and spin**: 3.2264 eV
**E_HOMO (alpha / beta)**: -0.0041 / -0.2808 Eh

Structure (XYZ):
```
57
Properties=species:S:1:pos:R:3:forces:R:3
O -1.69965 3.71330 -1.85960 -0.634 3.699 -3.023
H -1.34572 -0.81301 -0.53102 2.221 -1.324 -2.846
O -2.75988 -3.37472 -0.88967 0.047 -1.090 0.866
H -0.37125 -4.63910 -0.54877 0.216 -0.357 0.683
O -3.25605 0.52962 1.73333 -1.563 2.074 2.359
H 0.05404 -0.95332 -1.36828 2.136 1.196 0.756
H -1.87601 -0.26678 -2.74732 -3.607 -0.248 1.236
H 1.23093 1.44188 2.97386 0.519 1.258 0.092
O 1.80046 0.95241 2.36979 2.798 2.555 0.995
H -3.08404 1.94869 0.09528 0.829 3.852 3.865
H 1.44325 3.09684 -3.36246 -0.232 1.519 1.751
O -3.10330 1.46287 -0.63668 -1.149 -4.729 -3.457
H -1.26162 -4.87611 0.76879 3.064 0.036 -0.739
H -0.33151 -3.43382 -2.09241 -0.197 1.937 0.127
H -2.41845 -3.65131 0.00706 -0.521 0.563 -1.415
H -1.65093 1.01656 -3.32473 2.449 1.370 -3.630
H -2.78726 1.68422 -1.49387 0.128 1.117 -0.293
H 4.13683 -0.09318 -0.68068 -0.364 -0.010 0.037
H -0.88716 -0.28991 4.39170 -3.647 -2.116 -1.798
O 3.79998 -1.26425 2.09295 2.715 -0.447 2.590
H 0.61334 -4.57831 -2.47230 0.514 0.048 -0.140
H -0.32478 -4.12819 2.47587 0.437 -0.723 0.036
H 2.98643 2.28556 1.69872 2.390 1.830 2.365
O -0.82144 -1.24790 -1.35737 -4.038 -0.163 1.903
H 1.19180 0.31900 2.21818 -2.776 -4.333 -1.710
O 1.43400 2.18121 -3.56958 1.348 0.214 -2.261
H 1.65396 2.37621 -0.53313 -1.514 3.117 -0.326
H 3.64677 2.40522 3.11578 -0.144 -0.487 0.721
O 3.70066 2.84410 2.27959 -1.982 -1.155 -3.046
H 3.06621 -0.56167 0.29144 0.024 0.048 0.035
H -3.19192 -0.99412 -2.75156 -0.853 -1.600 -0.100
H -0.52008 2.18678 2.45555 0.496 0.347 1.478
H -1.05854 -2.93495 2.10653 -0.794 -1.257 0.625
H 1.83630 2.35391 -4.46093 -0.459 -1.352 0.657
O -1.24341 -3.85740 2.47644 -0.149 2.399 0.101
O -2.94207 -0.10369 -2.61376 4.235 0.755 -1.080
H 2.65609 3.38711 -0.52337 -0.897 1.290 -0.141
H 4.24475 -0.70351 2.84476 -1.540 -0.973 -2.056
H 0.36200 1.00979 -1.99063 0.491 0.178 0.707
H 0.63290 -0.44434 4.41344 0.529 -0.906 -0.499
O 0.69456 0.97410 -1.06258 -2.611 -0.082 -0.618
H -4.19040 0.86863 1.80577 1.383 -0.322 0.206
H -1.30354 3.10585 -1.31869 2.020 -2.244 2.387
O 3.17455 -0.18517 -0.59969 0.409 0.099 -0.011
H -0.66883 2.09156 -3.89715 1.040 3.054 0.689
H 4.32738 -2.11674 2.25458 -1.293 1.379 -0.667
O -0.90587 1.23576 -4.09267 -4.037 -4.084 2.379
H -1.01168 4.39638 -2.11049 -1.098 -1.427 0.726
O -0.11961 0.05225 4.69535 3.147 3.030 2.307
O -0.25863 -4.36562 -2.15514 -0.442 -1.582 -0.575
O 1.67076 3.41884 -0.64827 2.351 -3.292 0.604
O -0.04542 2.63929 3.20295 -0.607 2.175 -3.543
H -0.01128 2.12952 3.95824 -0.715 -2.202 2.542
H -3.37662 -0.10736 1.07722 0.127 -1.786 -1.999
H 1.62070 0.92373 -1.14107 2.232 -0.973 -0.415
H -2.86442 -4.21367 -1.38585 0.173 0.652 0.490
O -0.28727 -4.83304 0.41657 -2.601 -0.527 0.073
```
Positions in Å, forces in eV/Å.

Atomic partial charges in e from the natural (NBO) method, atoms 1 to 6: -0.957 0.480 -0.965 0.484 -0.988 0.484

***

A cluster of 19 separate species, H38O19 in total, computed with wB97M-V/def2-TZVPD.

Values from the calculation:
**Frontier orbital gap**: 10.151 eV
**Energy above the lowest of the compared OMol25 structures with the same formula, charge and spin**: 7.9341 eV
**E_HOMO**: -0.3859 Eh

Structure (XYZ):
```
57
Properties=species:S:1:pos:R:3:forces:R:3
H 1.69111 1.58328 3.55327 1.660 1.850 2.717
H 3.90705 0.98113 -0.59822 0.289 0.272 -0.326
H -1.13492 -4.93602 1.53888 -0.326 0.079 -0.638
O -3.74464 -0.74065 3.45769 1.773 0.435 -0.219
H -2.76102 0.35503 -2.09151 -1.025 0.205 -1.449
O 1.45161 -0.28979 -1.54495 6.589 -3.811 2.339
O 3.09215 -0.46894 1.83142 0.198 0.122 0.775
H -2.42480 0.72680 0.16690 -2.373 -6.817 -2.687
H 2.41486 -1.32260 -3.61998 -0.062 -1.577 -0.917
H -0.27912 -3.36646 -0.92570 -0.566 -0.702 -1.111
H 1.83836 0.22377 -0.83783 0.849 0.278 0.358
H -0.43767 -4.42545 0.35039 1.401 0.481 -0.250
H 2.73007 -3.75676 0.96693 -1.417 0.086 -0.737
H -1.51250 1.93648 -4.22975 -0.168 -1.136 1.296
O 0.68571 1.73283 -2.97639 3.078 -1.766 0.006
H -3.48198 -0.08178 2.77454 -0.490 -0.526 0.538
O 1.24117 1.14056 2.90521 -2.052 -2.135 -2.397
O -1.26100 -4.80046 0.57783 -1.143 -0.999 1.322
H 2.31182 -0.21083 -2.81736 1.919 -0.290 -1.279
H -0.97362 0.82167 -3.25195 -1.127 1.355 -0.822
H 1.02139 3.30630 -0.87885 0.242 -0.145 -0.049
O -0.45440 -0.84693 3.97848 -1.713 4.667 0.982
H -3.56840 -1.83335 -2.21466 2.661 -0.105 -1.174
H 2.37595 0.05678 2.32770 1.499 -0.325 -1.006
H -1.74135 3.41291 2.31678 2.349 1.180 -1.515
H -1.25222 -1.24672 4.26574 -0.813 -0.454 0.535
H 0.82400 2.47066 1.01961 0.091 0.924 2.935
O -0.56629 -2.45759 -0.98179 2.288 1.052 2.713
O -0.05398 -2.65421 2.36347 1.384 0.179 -2.958
O 2.93455 -0.53658 -3.56961 -0.989 1.388 1.442
H -1.16106 3.23514 0.99733 -0.846 -2.804 -4.244
H 0.92679 2.62157 -2.75922 -0.446 1.693 0.357
H -1.73160 1.83102 -0.12300 2.316 2.106 -2.789
H 0.08126 -2.17777 -0.23506 -1.398 0.232 -2.035
O 3.22411 1.31822 -0.01419 -0.358 2.497 -0.384
H -4.25354 1.03599 -2.38434 0.883 -0.653 -0.575
H 2.61854 -2.40780 1.33238 -0.103 1.657 -0.162
H 0.59911 0.53905 3.34371 -0.040 0.428 -0.074
O -1.78850 1.36181 -3.46199 1.537 0.052 -1.535
O 1.46426 3.84335 -1.56240 4.490 -3.131 1.884
O 0.69169 2.20924 0.14735 0.029 -5.594 -1.505
H -2.01847 -1.46997 -2.07508 -0.400 -0.815 -0.131
H 0.82952 -2.66407 1.79889 -2.148 -0.568 1.518
H 3.87684 0.11100 1.64150 -1.664 -0.679 0.424
H 0.89902 1.14102 0.23816 -0.921 4.416 -0.257
O -2.64851 -1.90452 -2.67808 -2.339 0.555 1.179
H -2.85632 -0.95320 3.84146 -1.588 0.248 -0.492
H 0.67502 0.02772 -1.69908 -7.633 3.142 -1.629
H 3.10051 2.31900 -0.18915 0.478 -2.418 0.042
H 1.63675 1.40370 -2.80915 -2.194 0.242 -0.907
O -0.97145 3.74116 1.69895 -1.476 1.921 6.061
H -0.68590 -2.26546 1.69654 0.566 -0.616 1.261
H 0.84386 4.36621 -1.88092 -4.351 4.303 -2.350
O 2.08166 -3.01818 0.80766 2.039 -1.314 0.637
H 0.11814 -1.52985 3.89318 2.673 -3.510 -0.842
O -3.49768 0.89528 -1.80757 -1.010 0.244 2.498
O -2.26116 1.49312 0.52352 -0.103 4.599 5.623
```
Positions in Å, forces in eV/Å.

Atomic partial charges in e from the natural (NBO) method, atoms 1 to 6: 0.480 0.492 0.478 -0.916 0.488 -0.906

***

Computed max |F|, in the same sequence as the records: 0.0623, 0.1698, 0.1209, 0.1636 Eh/bohr.